{
  "formula": "C9H21N2O7P",
  "method": "ωB97M-V/def2-TZVPD",
  "elements": ["P", "O", "O", "O", "O", "O", "O", "O", "N", "N", "C", "C", "C", "C", "C", "C", "C", "C", "C", "H", "H", "H", "H", "H", "H", "H", "H", "H", "H", "H", "H", "H", "H", "H", "H", "H", "H", "H", "H", "H"],
  "positions_angstrom": [[1.5360, -2.2497, -0.2462], [3.0805, -2.5753, -0.3811], [-1.9009, -3.2100, -2.4841], [1.2628, -0.8751, 0.4603], [0.8843, -2.3447, -1.7672], [-0.9575, -1.1655, 0.0669], [0.0103, -3.2127, -4.4411], [1.1137, -3.3803, 0.5844], [-1.8308, 5.7019, 1.5826], [-0.0637, 0.2700, 2.9629], [-0.4606, 2.9210, 1.7028], [-0.3958, 5.4340, 1.7153], [-0.3321, 0.4840, 1.6165], [0.1922, -4.0259, -3.3415], [0.0219, -0.6123, 0.6298], [1.2800, -3.4768, -2.4406], [0.4647, 1.7510, 1.3021], [-0.0239, 4.1341, 0.9856], [-1.2099, -4.3769, -2.7089], [1.3725, 1.6641, 1.8042], [-1.3248, 0.8028, 1.4618], [3.2538, -2.7451, 0.5404], [0.2765, 6.2689, 1.3903], [-0.3265, 3.0030, 2.7560], [1.4574, -4.3301, -1.7540], [-0.0430, 5.2155, 2.7172], [-2.1247, 6.4666, 2.0704], [-1.1921, -4.8024, -1.6893], [2.1594, -3.2883, -3.1053], [-0.5017, 4.1184, 0.0276], [1.0561, 4.1087, 0.7305], [0.4990, -5.0088, -3.6763], [-1.7456, -5.0382, -3.3920], [-0.3926, -2.3865, -4.0761], [0.0937, -0.7347, 3.1405], [-2.3832, 4.8520, 1.8166], [-0.7322, 0.7039, 3.5702], [0.7747, 1.8886, 0.2847], [-1.5214, 2.8671, 1.3755], [-1.3264, -2.8162, -1.7916]],
  "atomic_forces_ev_per_a": [[-0.9492, -5.7975, -2.0470], [0.3753, 2.5226, -1.3357], [-0.2604, 2.0796, 0.4757], [3.1070, 0.7135, -1.1034], [0.8829, 3.0489, 3.0812], [3.7965, 0.9494, 0.8416], [-0.6106, 1.5696, -0.3717], [-1.2922, 0.3880, 0.7126], [1.0908, -3.2289, -1.5890], [1.1085, -2.7862, 2.2138], [0.8281, -0.5033, -0.7211], [0.9047, -0.2542, -0.4328], [1.8136, 1.5175, -2.1401], [-1.1081, -1.2151, 0.7168], [-8.4389, 0.4249, 0.6599], [0.7714, -3.2861, -1.3745], [-2.3801, 0.2960, -1.5958], [1.2588, 1.9816, -0.5581], [1.2459, -0.3935, 0.6625], [1.3867, 0.4133, 1.3919], [-1.4269, -0.6728, -0.6157], [0.8976, -0.6594, 0.7530], [-1.0702, -0.3855, -0.1460], [-0.4989, 0.4073, 1.0718], [0.4379, 0.6496, -0.0209], [-0.2293, 0.3048, 0.8092], [-1.0146, 2.2280, 1.6783], [0.8326, -0.9459, -0.6151], [-0.4903, -0.0477, 0.7499], [-0.3264, 0.1827, -0.8202], [-0.3656, 0.1726, 0.5518], [0.7661, -0.1242, -0.3731], [-0.0282, 0.1835, 0.0012], [0.1624, -0.8389, -0.6663], [-0.5386, 0.9615, 0.5873], [0.5579, 1.2150, -0.0620], [-0.2443, -0.3455, 0.2998], [-0.3173, -0.1411, -1.0857], [0.4822, -1.0994, 0.7298], [-1.1168, 0.5153, -0.3140]],
  "mulliken_charge": [0.9993, -0.5465, -0.5592, -0.1115, -0.2147, -0.5710, -0.5792, -0.7024, -0.5938, -0.6395, -0.6271, -0.4918, 0.5403, -0.2476, 0.2890, -0.5389, -1.1894, -0.8099, -0.5033, 0.3248, 0.3566, 0.3678, 0.3419, 0.3044, 0.4119, 0.3042, 0.2005, 0.3228, 0.2170, 0.4066, 0.4127, 0.4725, 0.3264, 0.4467, 0.2224, 0.2048, 0.2259, 0.5372, 0.3754, 0.3147],
  "charge": 0,
  "total_energy_ev": -36274.96460,
  "lumo_energy_ev": 0.3,
  "de_lowest_kj_mol": 275.0,
  "homo_lumo_gap_ev": 9.71
}